Record 1
Computed, not measured: C42H48BBrEuN5OP2S3 as an isolated structure in a non-equilibrium geometry, with ωB97M-V/def2-TZVPD.

```
104
Properties=species:S:1:pos:R:3:lowdin_charge:R:1
Eu -0.40803 -0.76613 -4.20020 1.22
Br 1.54478 -3.10073 -3.56303 0.59
S -1.83712 0.33968 -6.73050 0.55
S -1.24055 0.99556 -2.09968 0.59
S 2.93387 1.09142 -3.80564 0.92
P 2.02380 0.88172 3.26922 0.97
P 0.91727 -1.18061 3.15243 1.00
O 1.65354 0.36699 -4.19924 -0.75
N -3.22243 2.15834 -0.69120 -0.12
N -1.36423 -2.88231 -3.37465 -0.22
N -2.63803 2.94088 -6.76838 -0.13
N -3.91771 1.23448 -2.61292 0.00
N -3.53535 1.81315 -5.14498 -0.01
C -1.70568 -2.02298 3.55498 -0.07
C 3.80104 2.01452 5.05334 -0.06
C 1.54039 -2.26076 4.48797 -0.36
C -2.92786 -4.71103 -3.26572 -0.30
C 1.79542 -2.84579 6.79603 -0.07
C 2.13919 -3.52458 4.13365 -0.08
C -2.64253 -3.34740 -3.17236 -0.15
C 0.46992 3.13650 2.77872 -0.09
C 2.08763 -1.40045 1.75400 -0.32
C 2.64067 0.02993 1.70298 -0.34
C 2.66331 4.63417 1.76129 -0.06
C 5.96579 1.04778 5.61883 -0.08
C 4.40074 -0.20303 4.25215 -0.10
C 1.35665 5.22845 1.91117 -0.04
C 5.06173 2.05585 5.74052 -0.07
C -4.60413 2.42911 -0.81471 -0.03
C -2.71314 1.64768 -6.19613 -0.77
C -2.80001 -2.70215 2.99560 -0.08
C -3.18382 -2.45241 1.70833 -0.06
C -1.83467 3.27355 -7.94180 -0.06
C -4.98642 1.85965 -1.98931 -0.08
C -2.30911 2.33326 0.39187 -0.09
C 3.50384 0.86027 4.32215 -0.36
C -2.79950 1.42333 -1.79833 -0.73
C 2.59030 -4.36301 5.12525 -0.07
C -4.02672 3.10531 -5.08214 -0.07
C -0.79762 -1.37744 2.67471 -0.34
C 2.85419 3.31418 2.15938 -0.11
C 2.52552 2.38837 -2.61034 -0.26
C -3.48169 3.83078 -6.09069 -0.05
C 0.30420 4.46145 2.41510 -0.10
C -2.33335 -1.71161 0.87919 -0.04
C 2.29480 -4.08746 6.45564 -0.06
C -0.57436 -5.09408 -3.82554 -0.15
C -1.87212 -5.58034 -3.61497 -0.10
C 3.92486 0.15128 -2.59820 -0.23
C 1.32959 -1.96026 5.83139 -0.10
C -0.33306 -3.72657 -3.61420 -0.77
C 1.77572 2.56667 2.69862 -0.38
C -1.20669 -1.05327 1.37650 -0.11
C 5.64871 -0.04690 4.80977 -0.07
C -4.31460 -5.15274 -2.80832 -0.08
B -3.87933 0.70838 -4.09173 -0.50
H -3.07843 -0.21726 -4.16617 0.01
H -2.55038 -1.73700 -0.16222 0.10
H -2.71495 3.00923 1.15713 0.10
H -2.15465 1.34438 0.85714 0.07
H -4.89146 -5.80388 -3.55945 0.10
H 4.12044 -1.16128 3.79925 0.11
H -4.92400 0.14543 -4.33356 0.08
H 4.96194 0.02364 -2.94122 0.07
H 1.45063 -1.61763 0.83840 0.11
H -1.45251 -2.19335 4.63171 0.12
H -3.62291 4.88501 -6.45713 0.14
H 1.63878 -2.57636 7.85117 0.12
H 3.28884 -5.17473 4.81939 0.13
H -2.07311 -6.65661 -3.69297 0.10
H 5.28677 2.97649 6.24463 0.10
H -1.23008 4.18879 -7.76928 0.10
H 3.73150 0.10577 1.63951 0.09
H 6.39421 -0.77638 4.55113 0.11
H -5.95156 1.84269 -2.43396 0.12
H -4.75014 3.40148 -4.33072 0.11
H 3.42410 2.75041 -2.14501 0.05
H 6.96663 1.18968 6.08101 0.13
H -4.94741 -4.26404 -2.69365 0.06
H 1.84156 2.06044 -1.78870 0.06
H -4.15817 -5.68294 -1.83938 0.08
H 2.17334 0.60867 0.86238 0.09
H 3.25676 2.94854 4.92106 0.11
H 0.83998 -0.96866 6.06809 0.13
H -5.27795 3.02517 -0.20133 0.12
H 2.01669 3.17271 -3.11999 0.04
H 2.78392 -2.21679 1.89764 0.07
H 2.42360 -4.78752 7.23202 0.10
H -4.09902 -2.87287 1.31142 0.12
H -3.42149 -2.58455 -2.97028 0.10
H -0.63304 -0.44870 0.70161 0.07
H 1.29265 6.25398 1.53556 0.11
H -3.42790 -3.39269 3.58644 0.12
H 2.25106 -3.69358 3.03222 0.11
H 3.47280 -0.81631 -2.48414 0.02
H 3.85373 2.91807 2.05172 0.11
H 0.25122 -5.81418 -3.91803 0.09
H 3.54319 5.16230 1.35561 0.11
H -1.12463 2.46490 -8.17560 0.05
H 3.96412 0.64481 -1.63474 0.03
H -0.43258 2.49753 2.97280 0.12
H -0.69585 4.91376 2.48651 0.11
H -1.37130 2.71672 -0.00141 0.06
H -2.50258 3.43806 -8.77250 0.08
```

⟨S²⟩: 15.7919
Charge: +1
Highest occupied orbital energy (spin up / spin down) (eV): -5.526 / -6.850
LUMO (spin up / spin down) (eV): -2.5587 / -3.3789
2S+1: 8
Relative energy (zero: lowest compared OMol25 entry of this formula, charge and spin) (eV): 7.4916
Kohn-Sham gap (spin up / spin down) (eV): 3.0 / 3.5
DFT total energy (hartree): -7164.34015

Record 2
Computed, not measured: C24H36As2Ca2F15NO20 as an isolated structure in a non-equilibrium geometry, with ωB97M-V/def2-TZVPD.

```
100
Properties=species:S:1:pos:R:3:lowdin_charge:R:1
As -4.44910 -1.56637 -3.44599 0.84
As -0.76806 -0.19864 -0.31808 0.83
Ca 2.44202 -1.79475 -2.44881 1.60
Ca -1.43181 -3.63658 -1.90442 1.67
F -0.15890 0.95651 0.77724 -0.22
F -5.33091 -1.39887 -1.95900 -0.23
F -1.44362 -1.53130 -1.28426 -0.38
F -1.08883 0.91073 -1.59037 -0.20
F -3.27644 -2.72426 -2.74325 -0.43
F -3.46544 -1.86766 -4.91227 -0.28
F 0.87249 -0.54230 -0.90271 -0.28
F -2.35008 0.10595 0.40986 -0.24
F 0.33964 -4.52000 1.49119 0.13
F 2.32040 -3.73711 1.29006 0.16
F 1.99205 -5.90619 1.24142 0.14
F -0.46727 -1.49303 0.88245 -0.27
F -5.41457 -2.94848 -4.01158 -0.27
F -3.29293 -0.24526 -3.11757 -0.27
F -5.46983 -0.46256 -4.30246 -0.24
O -2.62028 5.43003 -4.23120 0.11
O 3.09752 -0.30878 0.89792 0.08
O 2.83662 1.94682 -0.99851 0.11
O -2.70088 3.18662 3.88398 0.09
O -0.08835 -0.12999 4.64270 0.08
O 2.76458 2.59551 -3.03360 0.11
O 0.07732 -5.28802 -1.12615 -0.24
O 3.04730 0.40638 -2.59596 -0.01
O 0.74264 -0.87662 -4.07364 -0.16
O -4.30571 2.24149 5.21359 0.14
O -1.37250 6.88009 -5.36023 0.16
O 1.70012 0.77547 5.68587 0.15
O -0.43495 5.52206 -3.78999 0.05
O -4.59555 2.39744 3.03904 0.10
O 1.74525 -1.30812 4.87767 0.06
O -0.78554 -2.34757 -3.94461 -0.17
O -0.56408 -1.16937 -5.76138 0.09
O 1.15780 -3.44898 -1.33384 -0.35
O 3.70178 -1.77625 -0.62534 -0.05
O 5.08096 -1.16058 1.06047 0.13
N -0.27069 -1.40256 -4.60340 -0.56
C 3.22751 3.99460 0.19305 0.01
C 3.93873 -1.20112 0.42981 -0.57
C 2.73263 3.82828 -2.31421 -0.04
C -3.90313 2.63558 4.14741 -0.56
C -4.57050 3.75889 1.02856 0.00
C 3.43692 0.08487 2.21420 -0.02
C 2.36289 3.29909 -0.92904 -0.24
C 1.16819 -0.12819 5.10361 -0.60
C -2.42010 4.56898 -3.11336 -0.29
C 0.93267 -2.17796 4.07214 -0.31
C -1.46254 6.03921 -4.52009 -0.56
C -3.80513 2.74909 1.90391 -0.29
C -0.87931 4.41112 -3.02565 -0.12
C -0.15514 -1.19388 3.68179 -0.09
C -2.91863 3.16196 -3.36291 -0.03
C 0.39566 -3.38751 4.84974 0.00
C -0.04487 -6.71253 -1.01938 -0.23
C 2.85192 1.55287 -2.24958 -0.56
C 1.25438 -4.65150 -0.70535 -0.45
C -2.46841 3.20510 2.49392 -0.11
C -1.22167 -7.05442 -0.10301 -0.05
C 5.95938 -0.09418 2.97251 -0.01
C 1.51139 -4.69985 0.83734 -0.51
C 4.71430 -0.82454 2.44464 -0.21
H -4.41140 4.78028 1.38093 0.08
H -1.30869 -8.13739 -0.04496 0.09
H -0.56598 4.48977 -1.98268 0.12
H -1.70277 2.54877 2.06879 0.11
H -0.22290 -7.07082 -2.03880 0.12
H 2.00251 4.30774 -2.96948 0.13
H 2.10934 -5.19590 -1.13713 0.16
H 4.41001 -1.67219 3.05544 0.15
H 1.50813 -2.59994 3.24997 0.12
H -2.12119 -6.54756 -0.45923 0.07
H 4.11814 4.48087 -0.19606 0.08
H -0.31602 -3.94216 4.23831 0.08
H -1.05890 -6.64466 0.89433 0.07
H -2.33367 2.62566 -4.11005 0.09
H 3.65335 4.41319 -2.31955 0.14
H 0.02914 -0.63759 2.76647 0.10
H -0.46021 3.51670 -3.48481 0.13
H -2.05638 4.15140 2.13220 0.13
H 5.63362 0.66089 3.68940 0.09
H -2.96836 2.51880 -2.48420 0.07
H 3.63605 1.14753 2.33504 0.14
H 1.30622 3.46535 -0.72716 0.14
H 6.61631 -0.80883 3.46643 0.08
H -3.91836 3.14249 -3.80621 0.09
H -5.63904 3.57877 0.94478 0.09
H 2.62536 -0.25928 2.85207 0.12
H -1.14551 -1.64208 3.71165 0.14
H -2.77008 5.00902 -2.18094 0.15
H 1.24644 -4.07141 4.82556 0.09
H -4.12165 3.74435 0.03285 0.07
H 6.55199 0.42354 2.22109 0.09
H -3.57649 1.83757 1.35522 0.12
H 2.64288 4.75338 0.71662 0.09
H 0.77405 -7.38991 -0.76606 0.13
H -0.00605 -2.98477 5.77623 0.10
H 3.43080 3.27960 0.98906 0.07
```

Charge: 0
Highest occupied orbital energy (eV): -9.630
LUMO (eV): -1.1821
2S+1: 1
Relative energy (zero: lowest compared OMol25 entry of this formula, charge and spin) (eV): 2.8554
Kohn-Sham gap (eV): 8.4
DFT total energy (hartree): -9820.83979

Record 3
Computed, not measured: a 6-piece molecular cluster, C25H53BrN6O9S overall in a non-equilibrium geometry, with ωB97M-V/def2-TZVPD.

```
95
Properties=species:S:1:pos:R:3:lowdin_charge:R:1
Br -1.79235 0.48753 -4.23967 0.86
S -3.89143 0.59828 -1.27325 0.59
O -5.87674 3.61930 -4.79725 0.01
O -1.82965 1.13094 6.27853 -0.01
O 1.26549 0.90337 2.08538 -0.01
O -3.54606 -0.69583 -0.81154 -0.27
O 4.13478 -2.20839 -0.91733 0.01
O -4.90926 1.17765 -0.46046 -0.26
O -2.55761 1.47223 -1.23496 -0.22
O 0.70670 -1.43959 -3.30569 0.07
O 7.27125 -4.10249 0.52449 0.00
N -8.00236 3.01831 -4.25924 -0.20
N 2.03637 0.28888 -2.75707 0.04
N 7.00852 -5.87790 1.91794 -0.20
N -0.82332 0.18771 2.63621 -0.18
N 5.90858 -1.93721 -2.32890 -0.19
N -0.52577 1.08778 8.13974 -0.20
C 6.76665 -5.17728 0.79687 -0.35
C -3.51108 1.32033 -3.86811 -0.69
C -3.43976 2.70502 -3.22592 -0.18
C 7.19253 -2.42762 -2.78748 -0.05
C -2.66454 2.75625 -1.88462 -0.32
C -1.24745 3.32060 -2.15986 -0.15
C 1.32922 -0.91265 -2.45831 -0.53
C 7.93868 -5.33363 2.89303 -0.04
C -0.92602 -0.64933 1.45028 -0.03
C -4.40736 0.43997 -2.98913 -0.23
C 0.29729 0.89514 2.83061 -0.35
C 0.50509 1.62699 -1.25469 -0.20
C -1.93476 0.23469 3.57423 -0.05
C 0.72777 0.70072 8.75791 -0.05
C 5.21797 -2.56417 -1.35663 -0.32
C 1.35427 -1.53562 -1.07521 -0.02
C 6.37251 -7.15344 2.18355 -0.06
C 1.28319 1.52852 -2.56309 -0.22
C -1.52582 1.77750 8.93815 -0.04
C -6.85350 3.68945 -4.07064 -0.35
C -0.79607 0.83010 6.85002 -0.34
C -8.11550 2.13756 -5.41023 -0.03
C -9.12869 3.14511 -3.35309 -0.05
C 5.35478 -0.74019 -2.93249 -0.04
C -0.22449 2.96823 -1.06449 -0.17
H -6.86823 4.32920 -3.17146 0.14
H 0.32434 -1.56311 -0.71782 0.07
H 1.24236 1.58851 9.13065 0.09
H -7.96950 2.71091 -6.32622 0.09
H 7.47188 -3.32557 -2.24014 0.08
H 4.38972 -0.97044 -3.38640 0.08
H -9.99710 3.51986 -3.89832 0.09
H -0.12188 -1.38674 1.45517 0.09
H -0.82267 -0.03140 0.56458 0.06
H -3.01468 3.39716 -3.94811 0.13
H -1.74138 2.75011 8.49464 0.09
H 0.65766 1.76314 -3.42087 0.06
H -2.82812 0.59413 3.05733 0.09
H 0.02479 0.30385 6.33061 0.14
H -7.34400 1.36760 -5.36113 0.09
H 5.79238 -7.08922 3.10622 0.09
H 1.88868 -0.90804 -0.36717 0.07
H 5.73142 -3.45463 -0.97544 0.10
H -4.02535 1.41599 -4.81892 0.09
H 8.91622 -5.19541 2.42959 0.09
H 1.36836 0.19722 8.03684 0.08
H 2.94485 0.31630 -2.31426 0.08
H -9.09642 1.66950 -5.42507 0.09
H 1.70945 -2.55817 -1.08451 0.08
H 6.03111 -0.35897 -3.69367 0.09
H 2.02435 2.33456 -2.53440 0.12
H -0.89877 3.10332 -3.16525 0.08
H -1.71018 0.90455 4.41684 0.04
H 7.13460 -7.92779 2.29343 0.09
H -1.16223 1.91206 9.95384 0.09
H -3.15848 3.49252 -1.25190 0.15
H -0.21784 0.82996 -1.10120 0.08
H 0.53193 0.02415 9.59219 0.09
H 0.27119 1.49605 3.75755 0.13
H 7.13732 -2.66073 -3.85375 0.09
H 1.23378 1.54320 -0.44377 0.11
H -8.89224 3.83537 -2.54616 0.08
H -1.38280 4.40624 -2.12380 0.12
H 6.04691 -5.67387 0.12225 0.14
H 8.02840 -6.01053 3.73909 0.09
H -4.46004 3.03626 -3.05159 0.09
H 7.95629 -1.66330 -2.62761 0.09
H -2.44770 1.19524 8.95342 0.09
H -4.38535 -0.60187 -3.28905 0.10
H -1.88730 -1.15489 1.43098 0.09
H -2.12344 -0.76872 3.96277 0.09
H 0.55748 3.73539 -1.07238 0.11
H -9.36779 2.16936 -2.92627 0.09
H 7.58153 -4.36249 3.23731 0.09
H 5.70757 -7.42484 1.36625 0.08
H -0.70028 3.02092 -0.08300 0.12
H -5.42702 0.81386 -3.06603 0.10
H 5.20420 0.02144 -2.16345 0.09
```

SMILES string: CC(=O)NCCCC[C@H]1C[C@@H](Br)CS(=O)(=O)O1.CN(C)C=O.CN(C)C=O.CN(C)C=O.CN(C)C=O.CN(C)C=O
Charge: 0
Highest occupied orbital energy (eV): -8.407
LUMO (eV): 0.5646
2S+1: 1
Kohn-Sham gap (eV): 9.0
DFT total energy (hartree): -4962.25588

Record 4
Computed, not measured: C27H28FeN12S2Se2 as an isolated structure, with ωB97M-V/def2-TZVPD.

```
72
Properties=species:S:1:pos:R:3:lowdin_charge:R:1
Se 2.54283 -0.26488 2.97736 0.69
Se 3.60089 1.60290 2.13688 0.72
Fe 0.51720 0.78989 0.28396 0.49
S 0.09661 1.14295 -2.17255 0.74
S 0.66826 -1.83456 0.61208 0.66
N -1.02255 -2.38740 -1.35802 0.12
N 1.29265 5.19171 -0.14167 0.16
N -2.73319 1.22275 -2.15739 0.03
N -2.37160 0.47435 0.08570 0.11
N -0.37699 3.79640 0.26178 0.08
N 0.00988 5.02176 0.06941 -0.27
N -0.87249 6.06294 -0.00700 0.16
N 0.73774 3.08824 0.17878 -0.07
N -1.72048 1.22755 -4.08451 -0.12
N 2.74869 0.44626 -0.29824 -0.06
N -0.09398 -4.21026 -0.38183 0.08
N 0.27901 1.34694 2.53986 -0.04
C 0.30748 -6.35416 0.61090 -0.03
C -1.30001 2.02724 4.20233 -0.04
C -0.68213 1.21539 5.13944 -0.02
C 4.15519 -0.00997 -2.17989 -0.03
C -3.70764 1.30448 -3.16770 -0.02
C -4.92596 1.32991 0.78102 -0.02
C 0.44836 0.50339 4.77229 -0.07
C -3.07658 1.30421 -4.34166 -0.01
C 5.04636 1.11180 -0.27059 -0.09
C -4.18765 0.55897 1.65878 -0.04
C 1.73248 3.94479 -0.06777 -0.18
C -0.18609 -2.87912 -0.43098 -0.77
C 3.79683 0.99914 0.31762 -0.67
C 2.88996 -5.67375 1.33160 -0.06
C -0.65935 1.22619 -5.08974 -0.02
C -4.39366 1.61629 -0.46171 0.00
C 0.89783 0.60749 3.46621 -0.66
C -2.92320 0.17038 1.27198 -0.13
C 2.94432 -0.07468 -1.51889 -0.18
C 2.09355 -4.74226 0.67972 -0.05
C 2.40376 -6.93794 1.62864 -0.07
C -0.78917 2.06573 2.92001 -0.14
C 1.11025 -7.27697 1.25978 -0.06
C -1.48898 1.17182 -2.75585 -0.64
C 0.79244 -5.08276 0.33286 -0.24
C -3.13277 1.13107 -0.78780 -0.25
C 5.22093 0.61343 -1.55260 -0.02
H -1.60153 -2.98450 -1.92646 0.12
H 2.49234 -3.77165 0.43215 0.07
H 4.25939 -0.43440 -3.16973 0.12
H 3.90513 -5.40664 1.59903 0.11
H -1.05696 1.16473 6.15505 0.13
H 5.86251 1.56517 0.27648 0.11
H 6.18534 0.68717 -2.04124 0.13
H -0.77332 -4.70953 -0.93332 0.15
H -1.23296 2.69129 2.15644 0.08
H -1.20729 -1.40333 -1.32018 0.03
H -5.91547 1.68308 1.04057 0.13
H 2.76840 3.67174 -0.19754 0.11
H 3.03211 -7.65965 2.13527 0.11
H -0.08106 0.30758 -5.02223 0.09
H 0.99345 -0.10398 5.48101 0.11
H -2.16665 2.62358 4.45783 0.12
H -1.11107 1.30873 -6.07367 0.10
H -4.95464 2.20872 -1.17161 0.11
H -4.76306 1.33132 -2.96216 0.13
H -4.57385 0.26648 2.62734 0.12
H -0.39876 6.94407 0.10270 0.11
H 0.01283 2.06453 -4.92159 0.09
H -1.67877 5.92481 0.57754 0.11
H -3.47475 1.34284 -5.34343 0.14
H 0.72339 -8.26441 1.47729 0.11
H -0.70397 -6.62681 0.32352 0.12
H -2.31762 -0.44919 1.91749 0.11
H 2.08779 -0.55935 -1.96919 0.06
```

⟨S²⟩: 6.0085
Charge: +2
Highest occupied orbital energy (spin up / spin down) (eV): -12.867 / -12.862
LUMO (spin up / spin down) (eV): -5.0518 / -5.1450
2S+1: 5
Relative energy (zero: lowest compared OMol25 entry of this formula, charge and spin) (eV): 0.0000
Kohn-Sham gap (spin up / spin down) (eV): 7.8 / 7.7
DFT total energy (hartree): -8565.27587